# C57H98ClN13O5

C57H98ClN13O5 as an isolated structure (wB97M-V/def2-TZVPD, the OMol25 dataset).

Element x y z (Å)
O -4.87051 3.20790 2.63992
H -1.71156 -6.51472 -0.19241
H 2.33149 -0.68692 0.14413
C -1.19870 0.75692 -4.55232
C -2.11055 -0.50334 -4.54618
N -2.21666 -0.76780 4.05134
H 3.41662 3.31246 -2.13972
N 2.71958 -4.36662 -3.48429
H 0.78750 2.14470 -1.78743
C 5.32009 -1.13443 0.61189
C -4.68597 0.14022 -0.53205
H 1.40629 0.45493 -2.69643
H -2.94784 4.68596 2.17199
H 3.80254 -4.51437 0.69425
N -2.73550 -3.02492 2.43659
H -0.12811 -5.26646 2.09843
C 0.53575 3.59813 3.28791
C -0.24266 -5.86732 1.19624
H 1.67546 -3.66317 0.70461
H 2.20456 2.54814 0.62776
H 2.40999 5.36048 -2.16625
C -2.07840 3.03113 -0.20018
C -1.88546 2.10530 -4.29998
N 0.47788 1.91839 -4.28017
H -3.39703 4.54105 -0.84682
H -2.33607 -0.74351 -3.50717
H 5.04249 -1.48614 2.69084
C 4.31866 0.52505 2.80912
C -3.18101 4.03066 0.09176
H 2.90478 1.59795 1.76418
H -2.52174 1.15700 -0.44400
H -5.49900 -2.28582 0.44681
C -5.41761 -1.47184 2.52005
H 2.23553 5.98425 0.16070
N -5.79732 0.21862 0.34252
H 1.69644 -4.25092 3.56504
C 2.07500 -0.14671 -3.31202
H -4.43521 -1.21832 -2.25519
C -2.71824 5.06253 1.17521
C 2.29397 -0.74324 -5.77600
H 2.74593 3.54389 -0.52733
H -0.05194 -2.36090 0.03796
C -4.72012 -1.69999 3.89275
C 2.49013 3.45304 -1.58300
H 3.01152 0.40490 -3.22981
H -2.37344 2.13173 -3.32567
C -1.57110 2.35191 0.92289
H 4.12971 -2.72765 0.76724
H 1.31324 0.99513 -5.05735
C -0.73641 -1.80249 -0.60061
C 1.44821 -0.04794 -4.77119
H 3.26727 5.64056 1.45821
H -0.06337 -6.88724 1.53644
H 2.08109 -4.29087 1.82093
H 4.10426 -1.06889 4.24084
H 1.99181 1.36187 1.89429
H 0.52477 -0.62639 -4.74366
O -3.97911 1.53976 1.14652
H 5.02695 0.73033 2.00644
H 2.07970 4.45723 -4.43758
H 2.06251 2.47080 -1.78409
C 2.96255 -2.62965 2.77202
C 1.24685 4.32505 -3.74694
H 0.60658 -4.16858 -1.29459
H -1.68574 5.41133 1.15556
H 0.21183 5.57578 1.52681
C 1.12607 4.98291 3.47025
H 2.77448 -1.94034 3.59517
C 1.62959 -4.52940 -1.18803
C -0.87916 1.09216 -1.89971
H -3.35995 -1.44977 0.46854
C -1.58457 -5.71907 0.54169
N -3.96828 2.64665 -5.80813
C 1.65969 4.57087 -2.20674
H 0.57082 -5.54024 0.54864
C 0.85205 2.90775 -4.03397
C 1.86537 -3.64696 2.67354
H -3.09127 -0.46648 -5.02042
H -2.38101 -1.43661 1.96660
H 1.59198 -0.46365 -1.41558
N 0.17847 2.43428 3.16514
H -0.01842 -2.50841 3.13176
H -3.35328 5.93245 1.00773
C 1.46036 1.93190 1.13223
C -5.00769 -2.54439 1.38482
C 1.81072 0.58342 3.11840
H -0.03463 -3.85558 1.97170
H -6.48973 -1.66290 2.56641
H -3.81663 0.75161 -0.34009
H 4.46143 1.30141 3.56077
C 4.19988 -0.38749 0.25531
Cl -4.43286 1.83325 2.46109
C -3.33075 -1.17218 3.98329
H 4.33082 -3.67505 -0.75933
H -5.20704 -0.47732 2.12676
H -5.36441 -1.33367 4.69201
H 2.42242 -2.34420 -3.35570
N -1.19838 1.80953 1.86857
H 2.24978 4.31300 1.03705
C 2.21981 -4.44561 -2.48938
C 4.76172 -0.74133 3.43551
H -4.84523 -2.73902 4.19748
H 2.71781 -0.05291 1.33782
C 3.76661 -3.56142 0.16633
H 7.49963 -0.63532 0.13231
C 1.12640 5.77234 2.08630
O -3.36101 1.44970 3.35035
C -3.03971 2.41961 -5.16561
C 2.96125 0.59266 2.18166
C -6.83873 -0.62512 -0.03766
C -2.08576 -4.32823 0.23241
H -2.48670 -0.22848 -1.68331
O -5.64094 1.22752 2.80386
H -0.34825 -1.58518 -1.59570
C 2.27275 5.40186 1.08132
H -0.65529 0.84366 -5.49322
C -5.05516 -0.83662 -1.45745
H 6.55917 0.83432 -1.56275
H 1.52753 -5.59067 -0.96129
H -0.49566 0.43976 -2.68419
N 2.98838 -1.30955 -6.52290
C 4.59609 0.42121 -0.88803
H -5.87442 0.92860 1.05672
H 4.10915 1.08610 -1.58604
H 0.69214 2.48709 1.67046
H -7.82590 -0.57840 0.39791
C -2.58185 -0.92665 1.02442
C -6.31982 -1.30616 -1.16953
N 5.96078 0.30106 -0.94820
H -1.39684 1.81838 -2.52635
N 0.96623 0.68723 3.88770
H -0.27215 0.53908 -4.02117
H -2.21391 2.27809 -0.97649
H 5.75493 -0.55457 3.84387
H -4.08207 3.47522 0.35190
H 5.30799 -1.91148 1.36185
H -6.80148 -2.06562 -1.76754
H -1.18017 3.56401 -0.51214
C 0.54419 -3.01067 2.34480
N 5.41911 -3.56591 2.87550
H 2.83696 0.59099 -0.74396
H -3.10932 -0.05864 1.41994
H -0.35544 2.62118 -0.49308
H 0.87765 4.80971 -1.48601
H 0.70082 5.47409 4.34547
H -2.29354 -6.11667 1.26790
H 1.97260 -2.44258 -0.38441
C -2.39855 -3.60213 1.47985
O 0.14624 -0.37840 2.17629
C -1.94220 0.41272 -0.99013
C 2.19780 -1.57641 -2.61534
H 2.99111 -1.45779 -1.87730
H 1.27827 -1.87689 -2.11307
C 6.43008 -0.59932 -0.01319
H -5.15813 -3.57930 1.69211
C 0.75239 0.99055 0.06880
C -1.35056 -0.53246 0.15427
N -0.26001 0.21378 0.84910
H -1.46248 -1.34564 -4.78832
H 2.89602 -2.13123 1.80493
H -1.05337 2.80600 -4.36887
H -1.50105 -2.55431 -0.79601
C 2.27152 -3.47218 -0.18776
H 0.55028 -2.24090 1.57310
H 3.20429 -0.55107 0.64058
H -1.24848 -3.80894 -0.23385
C 1.90765 0.06810 -0.51798
C 4.33740 -3.13326 2.93445
C 0.10966 1.78410 -1.01374
H 0.49077 4.98861 -4.16663
H -3.97509 -2.52859 1.03615
H 1.30177 6.84019 2.21685
H -3.01450 -4.35526 -0.33753
H 2.18907 5.02786 3.70710

Force components x, y, z for each atom (eV/Å):
O 1.935 1.442 -0.965
H 0.199 0.668 -1.019
H -4.153 -0.356 -1.645
C -3.133 -2.864 -2.434
C 0.532 0.523 1.231
N -4.221 -1.727 0.583
H 0.615 0.660 -0.094
N 2.031 -0.290 -4.063
H -0.503 -0.088 1.072
C 1.803 0.899 0.263
C -3.618 -1.182 -0.023
H 0.078 -0.063 -0.468
H 0.145 -0.066 -0.055
H 0.796 0.006 0.274
N 1.855 -4.392 -1.507
H -0.407 -0.639 -0.124
C -1.073 -4.116 1.159
C 0.843 0.001 0.447
H 0.296 0.319 -1.153
H 0.017 -0.161 0.153
H -0.608 0.748 -0.413
C -0.433 2.743 -0.647
C -1.736 -0.249 -0.657
N 0.833 -1.754 -0.627
H 0.011 0.241 -0.152
H -0.170 0.226 0.228
H -0.827 1.210 1.283
C 0.834 -0.311 0.310
C 0.694 0.257 0.032
H 4.795 -0.780 0.385
H 0.519 -1.917 -0.766
H -0.600 -0.621 0.828
C 1.742 -2.252 -1.341
H -0.571 -0.498 -0.200
N -0.504 -0.153 -2.727
H 0.556 -0.115 0.209
C -0.873 -0.370 -0.697
H 0.072 0.050 -0.016
C -1.501 -0.329 -0.405
C 1.061 -0.881 -0.552
H -0.283 0.315 -0.751
H 0.249 0.563 -0.332
C -0.850 0.171 -0.188
C 1.157 -1.223 -1.684
H 0.272 -0.253 -0.448
H -0.276 0.333 -0.572
C -1.117 0.832 3.113
H -0.567 -1.301 -1.118
H 0.811 -1.785 -0.773
C -1.387 0.278 0.220
C 3.389 -3.687 -0.256
H 0.100 0.111 0.522
H -0.014 -0.230 -0.390
H 0.420 -0.745 1.364
H 0.411 0.030 -0.085
H -7.155 3.389 -2.971
H 0.274 0.093 -0.307
O -0.801 1.880 0.567
H 0.059 0.391 0.197
H 0.501 0.269 0.402
H 0.625 0.577 0.666
C -0.221 -0.185 0.841
C 0.410 -1.060 0.999
H -0.243 -0.065 -0.087
H 0.029 -0.388 -0.427
H -0.153 0.314 0.367
C 0.293 -0.307 -1.909
H -0.441 -0.061 -0.489
C 0.100 1.800 0.039
C -1.346 -0.681 2.355
H 1.285 0.473 -0.486
C -1.392 -1.874 1.545
N 0.252 0.016 0.175
C 0.994 -0.263 -0.420
H -0.156 -0.304 0.265
C 3.794 10.572 2.900
C -0.415 -0.685 0.782
H 0.359 -0.026 -0.581
H 0.845 0.997 -1.382
H -0.408 1.063 2.128
N 1.991 10.078 4.138
H 0.308 -0.149 0.253
H -0.002 0.307 0.281
C -5.191 1.254 -3.873
C -0.144 0.784 -0.105
C 1.971 -2.085 2.234
H -0.232 1.190 0.283
H -0.149 0.553 0.528
H -1.690 -1.258 -0.968
H -0.511 0.394 -0.092
C 3.398 -0.729 -4.208
Cl 2.745 3.854 4.222
C 3.062 0.904 1.203
H 0.348 0.231 0.061
H -0.234 -1.378 0.702
H 0.241 1.228 0.010
H 0.270 0.633 0.053
N -3.593 0.561 -1.954
H -0.017 0.336 -0.770
C -1.320 -0.775 2.984
C 1.694 0.454 0.678
H 1.045 -0.533 -0.519
H -1.418 2.200 3.893
C -1.413 -1.413 -1.191
H -0.115 -0.593 0.012
C 0.552 0.151 -0.306
O -1.650 0.890 -0.456
C 0.464 -0.240 -0.689
C 4.050 -1.820 4.182
C 2.190 0.587 -2.038
C 0.691 -0.348 0.799
H -0.742 0.109 0.543
O -3.057 -3.276 0.499
H 0.258 0.371 0.271
C -0.050 -0.466 1.847
H -1.046 -0.153 -0.881
C 1.491 0.932 0.052
H -0.216 -0.155 0.152
H 0.596 0.177 0.610
H 0.193 -0.397 2.047
N -1.162 1.061 1.053
C 1.214 -1.167 2.450
H -0.447 -0.481 -0.297
H 0.225 -0.044 0.250
H 1.042 0.031 -2.351
H 0.267 -0.177 0.166
C 1.217 1.638 0.584
C -2.385 0.424 0.580
N 0.380 0.058 0.178
H 1.172 -0.373 1.714
N 1.775 -0.626 3.429
H -2.952 -0.452 0.054
H -0.714 2.155 -0.119
H 0.222 0.046 0.581
H 0.108 0.636 0.287
H 0.940 0.498 -0.828
H -0.278 -0.041 0.191
H -1.054 1.570 -0.390
C -0.884 -0.295 -0.243
N -1.778 0.009 0.578
H -2.100 0.420 -0.118
H 0.831 -0.209 -0.544
H 2.002 -1.160 -1.178
H -0.544 0.080 -0.678
H -0.683 0.209 -0.477
H -0.226 -0.058 0.412
H -0.006 -0.532 -0.736
C 0.073 -0.439 2.352
O -0.761 0.248 -5.508
C 1.896 -2.137 -0.353
C 0.517 0.944 -2.706
H 0.075 -0.638 -0.403
H 0.220 0.013 -0.443
C -0.386 0.320 -0.807
H -0.549 -0.098 0.120
C 1.844 -2.421 2.265
C 1.419 0.479 -1.141
N 0.290 -3.009 -0.186
H -0.372 -0.220 -0.801
H 0.190 0.576 0.592
H -2.013 0.600 -0.028
H -0.322 1.300 -0.596
C -0.636 -0.610 0.417
H 0.456 0.078 0.561
H 5.078 -1.372 -1.533
H -0.763 -0.520 -0.088
C -3.017 0.871 -0.414
C 1.024 -2.333 -0.225
C 0.398 0.097 -1.308
H -0.331 -0.024 0.496
H -1.751 0.091 0.845
H -0.721 0.196 0.501
H 0.189 0.206 -0.416
H 0.267 -0.993 0.276

Values from the calculation:
- E_HOMO (eV) = 0.11
- orbital gap (eV) = 3.2
- E (eV) = -102775.8262
- 2S+1 = 1
- net charge = -2